Entry from the Open Molecules 2025 dataset: C40H108Cl6F3KN15O7P5 as an isolated structure (ωB97M-V with the def2-TZVPD basis set).

```
185
C40H108Cl6F3KN15O7P5 (ωB97M-V with the def2-TZVPD basis set)
K 2.292 -4.477 4.132
C 1.124 0.095 0.287
O 1.923 0.495 1.473
O 0.799 -1.232 0.417
C -0.024 1.154 -0.060
F -1.073 0.824 -0.904
F -0.581 1.748 1.042
F 0.633 2.135 -0.658
C 2.850 1.581 1.420
C 3.674 1.458 2.722
H 4.362 2.295 2.840
H 3.135 1.396 3.667
H 4.399 0.651 2.610
H 2.253 2.460 1.661
H 3.433 1.754 0.515
H 1.818 0.122 -0.553
Cl -5.170 -7.343 -4.668
C -3.597 -6.558 -4.625
C -3.755 -5.056 -4.697
Cl -4.261 -4.403 -6.311
H -2.866 -7.003 -5.300
H -3.252 -6.910 -3.653
H -2.889 -4.532 -4.293
H -4.459 -4.748 -3.924
Cl -7.415 -4.556 0.985
C -5.785 -4.631 1.731
C -5.547 -3.176 2.341
Cl -6.636 -2.622 3.658
H -5.031 -4.895 0.989
H -5.880 -5.353 2.541
H -5.659 -2.446 1.539
H -4.521 -3.196 2.709
Cl 6.654 -4.530 -4.716
C 5.490 -4.822 -3.360
C 4.686 -6.146 -3.512
Cl 3.608 -5.875 -4.883
H 4.825 -3.961 -3.285
H 6.095 -4.875 -2.455
H 3.957 -6.406 -2.744
H 5.290 -7.034 -3.701
O -2.178 -8.555 5.974
P -2.831 -9.876 5.754
N -4.445 -9.988 6.151
C -5.194 -8.824 6.721
C -5.160 -11.303 6.360
N -2.042 -11.104 6.682
C -1.736 -12.491 6.166
C -1.131 -10.720 7.719
N -2.759 -10.324 4.073
C -3.762 -11.173 3.328
C -1.462 -10.125 3.475
H -4.922 -8.842 7.776
H -6.243 -8.789 6.426
H -4.804 -7.840 6.458
H -6.079 -11.387 5.781
H -5.390 -11.457 7.414
H -4.491 -12.137 6.150
H -1.684 -13.147 7.035
H -2.504 -12.938 5.534
H -0.720 -12.556 5.778
H -1.229 -9.674 8.009
H -1.280 -11.296 8.632
H -0.104 -10.928 7.421
H -3.597 -12.221 3.579
H -4.777 -10.982 3.677
H -3.627 -11.082 2.250
H -0.658 -10.450 4.134
H -1.328 -9.087 3.171
H -1.330 -10.778 2.612
O 1.109 -0.747 9.482
P 0.567 0.331 10.384
N 0.032 1.769 9.630
C -0.901 1.515 8.480
C -0.445 2.881 10.403
N 1.623 0.915 11.617
C 2.692 1.790 11.108
C 2.079 -0.051 12.677
N -0.828 -0.222 11.269
C -1.461 -1.480 10.840
C -1.346 0.400 12.441
H -0.434 0.929 7.688
H -1.177 2.509 8.126
H -1.843 1.172 8.908
H 0.164 2.994 11.300
H -1.476 2.814 10.750
H -0.412 3.820 9.850
H 2.235 2.554 10.479
H 3.160 2.352 11.916
H 3.366 1.226 10.464
H 2.469 0.484 13.543
H 1.250 -0.714 12.922
H 2.792 -0.718 12.192
H -2.508 -1.554 11.136
H -1.490 -1.690 9.771
H -0.927 -2.344 11.235
H -2.044 -0.227 12.995
H -1.874 1.320 12.189
H -0.535 0.740 13.086
O 10.520 6.782 -6.002
P 10.979 6.490 -4.613
N 10.300 7.540 -3.392
C 8.901 8.113 -3.664
C 10.629 7.504 -1.982
N 12.709 6.642 -4.510
C 13.304 7.960 -4.550
C 13.462 5.668 -5.295
N 10.626 4.957 -4.019
C 9.319 4.354 -4.245
C 11.285 4.410 -2.762
H 8.282 7.282 -4.001
H 9.161 8.862 -4.412
H 8.480 8.516 -2.742
H 10.546 8.533 -1.632
H 11.635 7.220 -1.672
H 9.769 6.992 -1.551
H 14.330 8.006 -4.184
H 13.425 8.272 -5.588
H 12.633 8.649 -4.037
H 13.161 4.687 -4.929
H 13.319 5.882 -6.354
H 14.525 5.765 -5.071
H 9.311 3.300 -3.970
H 8.599 4.993 -3.733
H 8.973 4.446 -5.275
H 12.365 4.375 -2.905
H 11.079 3.345 -2.657
H 11.009 4.916 -1.837
O -10.114 5.245 -3.210
P -9.293 4.223 -2.488
N -9.739 2.561 -2.880
C -11.034 2.190 -3.403
C -8.809 1.392 -2.770
N -9.401 4.277 -0.779
C -10.334 5.236 -0.167
C -8.685 3.273 0.040
N -7.601 4.278 -2.899
C -6.860 5.419 -2.419
C -7.093 3.978 -4.237
H -11.858 2.335 -2.703
H -11.130 1.174 -3.784
H -11.280 2.896 -4.197
H -8.331 1.149 -3.719
H -9.373 0.562 -2.345
H -8.017 1.564 -2.041
H -10.306 6.235 -0.603
H -11.345 4.866 -0.336
H -10.319 5.298 0.921
H -9.129 2.280 -0.042
H -7.681 3.159 -0.370
H -8.650 3.633 1.068
H -6.983 6.260 -3.102
H -7.187 5.784 -1.445
H -5.801 5.166 -2.472
H -7.554 3.060 -4.602
H -6.025 3.763 -4.243
H -7.295 4.784 -4.942
O 1.924 3.612 -11.522
P 1.186 3.627 -10.229
N 1.405 2.174 -9.326
C 0.584 1.840 -8.178
C 2.554 1.190 -9.580
N -0.528 3.822 -10.459
C -1.252 2.838 -11.229
C -1.215 5.112 -10.406
N 1.679 4.864 -9.134
C 0.970 5.192 -7.762
C 2.822 5.585 -9.424
H 0.480 0.767 -8.018
H -0.396 2.303 -8.288
H 0.975 2.178 -7.218
H 2.229 0.181 -9.329
H 3.516 1.375 -9.103
H 2.795 1.372 -10.628
H -0.480 2.335 -11.810
H -1.771 2.110 -10.605
H -1.801 3.305 -12.047
H -1.141 5.610 -9.439
H -0.723 5.798 -11.096
H -2.285 5.069 -10.611
H 0.473 6.154 -7.881
H 0.227 4.425 -7.543
H 1.628 5.349 -6.907
H 2.944 6.507 -8.856
H 2.847 5.786 -10.494
H 3.682 4.947 -9.221
```

Output
**Frontier orbital gap**: 3.7 eV
**Energy relative to the best compared isomer or geometry (same formula, charge and spin)**: 546.98 kJ/mol
**E_tot**: -225970.9640 eV
**LUMO energy**: -2.170 eV
**HOMO**: -5.90 eV

***

Entry from the Open Molecules 2025 dataset: a 16-piece molecular cluster, C40H110BBr2N4O19 overall (ωB97M-V with the def2-TZVPD basis set).

```
176
C40H110BBr2N4O19 (ωB97M-V with the def2-TZVPD basis set)
C 4.805 -1.030 1.562
C 3.324 -0.913 1.172
C 3.160 -1.562 -0.222
C 1.714 -1.945 -0.606
C 0.825 -0.877 -1.275
B 0.338 0.119 -0.079
O 0.284 -0.318 1.239
C -0.144 1.611 -0.273
C -1.247 2.044 0.727
C 1.468 -0.059 -2.387
C 2.482 1.035 -1.965
C 3.639 1.316 -2.938
O 4.771 0.487 -2.716
C 4.099 2.816 -2.717
N 3.990 3.578 -3.969
C 2.070 -1.081 -3.335
N 1.223 -2.257 -3.656
C 2.121 -3.449 -3.648
C 0.065 -2.415 -2.939
N -0.699 -3.439 -3.256
C -0.387 -4.305 -4.408
C -1.873 -3.908 -2.531
Br -1.412 -5.810 -2.087
C -3.270 -3.901 -3.253
C -3.892 -5.286 -3.486
Br -3.424 -2.976 -4.959
N -0.320 -1.593 -1.879
C -1.444 -0.676 -2.175
C -2.584 -0.663 -1.171
C -3.651 0.334 -1.705
C -4.161 1.274 -0.594
C -5.658 1.569 -0.683
O -6.144 1.680 -2.048
C -5.877 2.904 -2.579
C -7.086 3.721 -2.970
O -4.791 3.309 -2.754
H 5.449 -0.689 0.754
H 4.999 -0.487 2.481
H 5.015 -2.088 1.714
H 2.709 -1.485 1.859
H 3.019 0.133 1.131
H 3.692 -2.510 -0.112
H 3.715 -1.032 -0.987
H 1.829 -2.853 -1.202
H 1.260 -2.331 0.301
H -0.592 -0.711 1.368
H -0.362 1.890 -1.304
H 0.730 2.215 0.010
H -1.693 2.985 0.424
H -0.732 2.246 1.664
H -1.966 1.263 0.949
H 0.750 0.480 -3.004
H 1.923 1.963 -1.909
H 2.914 0.898 -0.973
H 3.350 1.274 -3.978
H 5.001 0.532 -1.781
H 3.546 3.291 -1.910
H 5.158 2.809 -2.475
H 3.031 3.578 -4.302
H 4.528 3.067 -4.660
H 2.280 -0.568 -4.271
H 3.048 -1.313 -2.932
H 3.170 -3.211 -3.745
H 1.903 -4.051 -4.525
H 1.955 -4.116 -2.809
H 0.400 -5.008 -4.183
H 0.013 -3.639 -5.172
H -1.275 -4.749 -4.825
H -1.965 -3.497 -1.543
H -3.981 -3.417 -2.593
H -4.172 -5.773 -2.560
H -3.312 -5.901 -4.164
H -4.826 -5.073 -4.004
H -1.174 0.359 -2.367
H -1.873 -1.007 -3.120
H -3.095 -1.606 -1.008
H -2.288 -0.274 -0.196
H -4.504 -0.261 -2.010
H -3.313 0.861 -2.595
H -3.633 2.219 -0.696
H -3.955 0.843 0.383
H -5.854 2.532 -0.209
H -6.259 0.829 -0.172
H -7.857 3.043 -3.323
H -6.763 4.426 -3.722
H -7.414 4.257 -2.082
C -5.067 7.007 -1.338
O -5.200 6.593 -2.693
H -5.593 7.950 -1.218
H -5.508 6.264 -0.666
H -4.014 7.150 -1.083
H -4.731 5.756 -2.786
C 0.913 1.221 4.828
O 1.416 1.396 3.501
H 0.752 2.207 5.261
H -0.035 0.679 4.804
H 1.628 0.675 5.434
H 1.552 0.519 3.129
C 3.186 4.116 4.107
O 4.547 4.516 3.966
H 3.121 3.040 3.964
H 2.826 4.370 5.103
H 2.571 4.615 3.353
H 4.577 5.470 4.096
C 1.990 6.887 6.717
O 3.073 6.627 5.816
H 1.063 6.884 6.149
H 1.943 6.116 7.478
H 2.120 7.865 7.187
H 3.884 6.633 6.335
C 1.692 -8.329 -3.875
O 0.785 -8.290 -2.776
H 2.046 -9.350 -3.993
H 1.183 -8.018 -4.793
H 2.545 -7.671 -3.688
H 0.485 -7.381 -2.684
C 5.027 -7.296 -5.495
O 4.683 -6.250 -4.584
H 4.984 -8.244 -4.965
H 4.318 -7.317 -6.326
H 6.038 -7.148 -5.879
H 4.729 -5.423 -5.072
C -7.654 -2.706 -3.648
O -6.351 -2.125 -3.688
H -7.558 -3.781 -3.779
H -8.125 -2.505 -2.682
H -8.273 -2.300 -4.452
H -6.462 -1.175 -3.567
C 0.395 1.204 -6.672
O -0.420 0.326 -5.898
H -0.228 2.018 -7.030
H 1.204 1.616 -6.060
H 0.819 0.675 -7.528
H 0.141 -0.392 -5.588
C -3.850 -0.183 3.433
O -2.835 -0.499 2.477
H -4.795 -0.091 2.905
H -3.931 -0.978 4.177
H -3.622 0.762 3.929
H -2.005 -0.577 2.961
C 0.668 -0.364 8.212
O 0.622 -0.812 6.856
H 0.080 0.548 8.289
H 0.244 -1.123 8.873
H 1.699 -0.158 8.503
H 1.145 -1.619 6.805
C 7.246 2.894 2.592
O 6.929 2.566 3.935
H 8.323 2.807 2.465
H 6.748 2.206 1.900
H 6.940 3.919 2.369
H 5.974 2.656 4.029
C 3.219 6.164 0.392
O 3.776 6.365 -0.904
H 3.059 7.139 0.847
H 2.259 5.643 0.321
H 3.903 5.585 1.020
H 3.912 5.497 -1.294
C -7.728 -7.219 -3.250
O -8.492 -6.087 -2.845
H -6.675 -6.988 -3.102
H -7.989 -8.092 -2.647
H -7.901 -7.440 -4.306
H -9.420 -6.303 -2.980
C 3.397 -1.199 11.283
O 3.366 -1.661 9.933
H 2.807 -0.289 11.343
H 2.968 -1.949 11.952
H 4.423 -0.981 11.588
H 3.891 -2.466 9.893
C -0.163 4.767 9.711
O 0.345 4.933 8.387
H -0.326 5.753 10.136
H -1.111 4.225 9.691
H 0.556 4.224 10.330
H 0.485 4.054 8.021
```

Output
**Frontier orbital gap**: 8.6 eV
**E_tot**: -228875.0382 eV
**LUMO energy**: -2.448 eV
**HOMO**: -11.08 eV
**Net charge**: +1